Computed, not measured: C31H40Cl2N4NiO8P2 as an isolated structure, with ωB97M-V with the def2-TZVPD basis set.

Structure (XYZ):
```
88
Properties=species:S:1:pos:R:3
Ni 0.264 -0.341 -0.555
C -1.557 0.775 5.758
C -2.078 -0.200 4.723
C -2.283 -1.595 5.273
O -1.074 -0.272 3.667
P -1.410 -0.110 2.139
O -0.128 -0.113 1.394
C -2.468 -1.489 1.654
P -2.709 -1.619 -0.128
O -1.452 -1.403 -0.882
O -3.236 -3.060 -0.462
C -4.569 -3.547 -0.126
C -4.459 -4.440 1.091
C -5.085 -4.272 -1.349
O -3.857 -0.588 -0.390
C -4.074 0.040 -1.706
C -3.767 1.509 -1.549
C -5.504 -0.252 -2.103
O -2.342 1.132 1.956
C -1.875 2.498 2.288
C -1.549 3.230 1.013
C -2.991 3.137 3.088
H -2.280 0.880 6.568
H -1.386 1.756 5.319
H -0.618 0.414 6.174
H -3.004 0.183 4.282
H -1.342 -1.990 5.652
H -2.663 -2.277 4.513
H -3.002 -1.566 6.092
H -3.438 -1.413 2.153
H -1.960 -2.398 1.984
H -5.196 -2.675 0.087
H -3.745 -5.241 0.904
H -5.429 -4.886 1.309
H -4.140 -3.887 1.974
H -4.465 -5.142 -1.562
H -5.073 -3.621 -2.222
H -6.108 -4.606 -1.179
H -3.376 -0.427 -2.408
H -4.477 1.964 -0.857
H -3.844 2.014 -2.512
H -2.759 1.658 -1.167
H -6.194 0.182 -1.381
H -5.690 -1.324 -2.169
H -5.705 0.189 -3.080
H -0.978 2.382 2.906
H -2.454 3.421 0.437
H -0.851 2.681 0.380
H -1.100 4.191 1.266
H -3.890 3.216 2.478
H -2.693 4.141 3.390
H -3.225 2.564 3.985
N 2.186 -0.533 -0.648
C 3.338 -0.643 -0.722
C 4.702 -0.802 -0.794
C 5.277 -1.889 -0.097
N 5.724 -2.776 0.490
C 5.483 0.048 -1.601
N 6.128 0.740 -2.262
Cl 2.731 2.797 -1.542
C 3.471 3.327 -3.013
C 4.602 4.122 -2.943
C 5.164 4.602 -4.114
C 4.599 4.297 -5.340
C 3.484 3.478 -5.388
Cl 2.814 3.074 -6.935
C 2.899 2.959 -4.235
N 1.782 2.097 -4.325
C 1.902 0.742 -4.032
C 3.133 0.094 -4.119
C 3.233 -1.266 -3.879
C 2.105 -2.017 -3.577
C 0.878 -1.374 -3.495
C 0.758 -0.003 -3.697
C -0.576 0.677 -3.564
C -0.547 1.752 -2.460
O -0.773 2.922 -2.733
O -0.293 1.342 -1.258
H 5.031 4.346 -1.981
H 6.050 5.220 -4.070
H 5.020 4.673 -6.260
H 0.897 2.534 -4.097
H 4.017 0.664 -4.369
H 4.203 -1.741 -3.937
H 2.181 -3.080 -3.396
H -0.019 -1.946 -3.275
H -1.315 -0.085 -3.304
H -0.888 1.151 -4.498
```

Results
2S+1 ... 3
LUMO (alpha / beta) ... -0.2 / -0.2 eV
⟨S²⟩ ... 2.0038
Energy ... -5137.888886 Ha
E_HOMO (alpha / beta) ... -0.273 / -0.272 hartree
Strongest force on any atom ... 0.62 eV/Å
Orbital gap (alpha / beta) ... 7.216 / 7.169 eV
Net charge ... 0

Here are the Löwdin charges for atoms 1 to 4, given in e: Ni 0.7242; C -0.0312; C -0.4375; C -0.0332

---

Computed, not measured: an isolated ion of composition C3H4NO and charge +1, with ωB97M-V with the def2-TZVPD basis set.

Structure (XYZ):
```
9
Properties=species:S:1:pos:R:3
C -0.008 -1.075 0.024
C -1.187 0.719 0.036
C 0.951 0.244 0.028
N -0.043 1.184 0.085
O -1.198 -0.744 0.027
H 0.367 -2.092 0.190
H -2.050 1.220 -0.192
H 1.801 0.113 0.718
H 1.366 0.430 -0.916
```

Results
2S+1 ... 1
LUMO ... -6.6 eV
Energy ... -246.341368 Ha
E_HOMO ... -0.626 hartree
Strongest force on any atom ... 4.31 eV/Å
Energy above the lowest of the compared OMol25 structures with the same formula, charge and spin ... 1.3802 eV
Orbital gap ... 10.454 eV
Net charge ... +1

Here are the natural (NBO) charges for atoms 1 to 4, given in e: C 0.5026; C 0.3580; C -0.3445; N -0.3016